(1)
Density functional theory data (ωB97M-V/def2-TZVPD) for a molecular structure, C39H95B3N12O10P4 in a non-equilibrium geometry.

Geometry as XYZ:
```
163
Properties=species:S:1:pos:R:3:lowdin_charge:R:1
C -0.715 6.538 2.088 -0.07
C -2.169 6.098 2.382 -0.37
C -3.010 7.381 2.424 -0.08
C -2.590 5.074 1.285 -0.29
C -3.983 5.307 0.697 -0.06
C -2.471 3.634 1.845 -0.10
O -3.774 3.031 2.043 0.12
B -3.654 1.961 2.885 -0.69
O -4.441 1.940 4.038 0.34
B -3.881 1.203 5.070 -0.50
C -3.862 1.700 6.573 0.07
C -2.465 1.458 7.086 -0.53
O -1.624 2.303 7.120 0.14
O -2.167 0.178 7.478 0.08
O -3.279 0.009 4.692 0.29
B -2.299 0.413 3.766 -0.52
C -0.786 0.336 4.163 0.00
C 0.124 -0.148 3.050 -0.23
C 0.091 -1.469 2.615 -0.03
C 0.971 -1.847 1.609 -0.07
C 1.870 -0.959 1.043 -0.08
C 1.882 0.355 1.490 -0.08
C 1.014 0.763 2.491 -0.04
O -2.785 0.921 2.571 0.35
H -0.568 6.687 1.017 0.07
H 0.021 5.805 2.420 0.08
H -0.521 7.503 2.559 0.07
H -2.157 5.650 3.377 0.13
H -2.767 7.896 3.356 0.08
H -2.702 8.056 1.624 0.08
H -4.083 7.214 2.441 0.07
H -1.873 5.142 0.467 0.09
H -4.759 5.300 1.456 0.08
H -4.210 4.492 0.009 0.09
H -3.972 6.234 0.126 0.08
H -1.967 3.649 2.815 0.13
H -1.904 3.036 1.130 0.13
H -3.999 2.776 6.603 0.13
H -4.535 1.143 7.223 0.13
H -1.960 0.170 8.420 0.13
H -0.682 -0.278 5.061 0.12
H -0.469 1.342 4.461 0.13
H -0.589 -2.178 3.067 0.10
H 0.979 -2.874 1.261 0.10
H 2.566 -1.244 0.261 0.08
H 2.582 1.078 1.088 0.09
H 1.038 1.779 2.862 0.11
O 4.063 -2.181 -1.561 -0.30
P 4.836 -1.859 -2.812 0.69
N 4.834 -3.387 -3.618 -0.33
C 5.604 -4.512 -3.118 -0.13
C 3.470 -3.810 -3.929 -0.15
N 6.335 -1.424 -2.064 -0.32
C 7.550 -2.195 -2.166 -0.14
C 6.233 -0.782 -0.760 -0.15
N 5.310 -1.048 -4.236 -0.31
C 5.512 -1.623 -5.557 -0.10
C 5.491 0.397 -4.175 -0.12
H 5.340 -5.416 -3.670 0.08
H 5.439 -4.704 -2.050 0.09
H 6.669 -4.373 -3.296 0.06
H 2.885 -2.977 -4.333 0.06
H 2.945 -4.188 -3.042 0.08
H 3.474 -4.590 -4.693 0.09
H 7.515 -3.111 -1.562 0.08
H 8.401 -1.601 -1.821 0.08
H 7.770 -2.453 -3.205 0.07
H 6.111 -1.507 0.056 0.08
H 5.383 -0.102 -0.729 0.06
H 7.128 -0.185 -0.565 0.08
H 6.339 -2.333 -5.552 0.08
H 5.757 -0.836 -6.274 0.08
H 4.620 -2.121 -5.935 0.08
H 6.550 0.654 -4.279 0.09
H 5.142 0.798 -3.224 0.06
H 4.926 0.904 -4.962 0.08
O 0.565 -2.510 -5.948 -0.31
P -0.729 -1.797 -5.581 0.74
N -1.413 -3.201 -4.789 -0.36
C -1.744 -4.397 -5.541 -0.13
C -0.657 -3.560 -3.594 -0.15
N -1.300 -1.508 -7.184 -0.33
C -2.341 -2.269 -7.827 -0.14
C -0.294 -1.081 -8.148 -0.15
N -2.055 -0.908 -4.950 -0.30
C -3.122 -1.383 -4.082 -0.11
C -2.131 0.518 -5.248 -0.13
H -2.002 -5.208 -4.857 0.08
H -0.923 -4.741 -6.184 0.08
H -2.636 -4.247 -6.150 0.06
H -0.427 -2.667 -3.003 0.08
H 0.292 -4.055 -3.835 0.07
H -1.248 -4.223 -2.956 0.08
H -2.001 -3.269 -8.127 0.08
H -2.685 -1.750 -8.726 0.08
H -3.220 -2.363 -7.185 0.07
H 0.268 -1.926 -8.567 0.08
H 0.421 -0.403 -7.684 0.07
H -0.768 -0.534 -8.967 0.08
H -3.729 -2.136 -4.586 0.08
H -3.780 -0.554 -3.812 0.08
H -2.749 -1.799 -3.148 0.08
H -2.966 0.729 -5.924 0.09
H -1.217 0.869 -5.724 0.07
H -2.256 1.107 -4.336 0.08
O 0.457 2.985 -4.158 -0.30
P 1.095 4.309 -3.827 0.69
N 1.226 4.168 -2.104 -0.33
C 0.043 4.191 -1.262 -0.13
C 2.090 3.053 -1.723 -0.15
N -0.170 5.338 -4.399 -0.32
C -1.017 6.138 -3.547 -0.13
C -0.906 4.858 -5.563 -0.14
N 2.177 5.628 -3.856 -0.31
C 2.887 6.217 -2.730 -0.11
C 2.495 6.228 -5.146 -0.12
H 0.311 3.929 -0.236 0.08
H -0.737 3.495 -1.599 0.09
H -0.377 5.194 -1.198 0.04
H 2.999 3.047 -2.334 0.07
H 1.595 2.083 -1.848 0.08
H 2.405 3.157 -0.682 0.08
H -1.755 5.531 -3.005 0.08
H -1.564 6.872 -4.144 0.08
H -0.428 6.717 -2.832 0.07
H -1.696 4.144 -5.293 0.08
H -0.238 4.363 -6.265 0.07
H -1.361 5.699 -6.091 0.08
H 2.192 6.659 -2.017 0.08
H 3.549 7.011 -3.080 0.08
H 3.516 5.496 -2.209 0.07
H 2.062 7.230 -5.218 0.09
H 2.094 5.634 -5.966 0.07
H 3.574 6.297 -5.301 0.08
O -4.060 -6.133 7.846 -0.30
P -2.921 -5.382 7.208 0.69
N -1.782 -6.668 6.987 -0.34
C -1.127 -7.283 8.127 -0.13
C -2.304 -7.696 6.092 -0.15
N -2.596 -4.288 8.509 -0.33
C -1.407 -4.329 9.325 -0.14
C -3.751 -3.862 9.289 -0.15
N -2.059 -4.363 6.147 -0.30
C -0.858 -4.682 5.392 -0.10
C -2.588 -3.025 5.903 -0.11
H -0.576 -8.169 7.808 0.08
H -1.830 -7.584 8.914 0.09
H -0.374 -6.621 8.554 0.06
H -2.774 -7.239 5.216 0.08
H -3.052 -8.331 6.581 0.08
H -1.491 -8.328 5.726 0.08
H -1.415 -5.169 10.032 0.08
H -1.318 -3.407 9.907 0.08
H -0.505 -4.380 8.711 0.07
H -4.030 -4.593 10.059 0.08
H -4.616 -3.711 8.646 0.07
H -3.542 -2.905 9.775 0.07
H -0.018 -4.885 6.058 0.08
H -0.578 -3.838 4.760 0.06
H -0.994 -5.536 4.729 0.08
H -1.939 -2.268 6.351 0.08
H -3.581 -2.908 6.335 0.08
H -2.684 -2.818 4.833 0.08
```

Output
F_max = 6.97 eV/A
M = 1048.595 g mol⁻¹
net charge = 0
E_HOMO = -7.8 eV

***

(2)
Density functional theory data (ωB97M-V/def2-TZVPD) for 7 unconnected molecules or ions with the total composition C39H96N3O23PS6 in a non-equilibrium geometry.

Geometry as XYZ:
```
168
Properties=species:S:1:pos:R:3:lowdin_charge:R:1
C 3.925 3.130 -4.548 -0.10
O 4.694 2.019 -4.975 -0.20
C 5.338 1.340 -3.917 -0.24
C 4.434 0.468 -3.047 -0.17
C 4.286 -0.958 -3.592 -0.19
C 3.910 -1.054 -5.079 -0.20
C 2.419 -1.360 -5.329 -0.19
C 1.412 -0.281 -4.860 -0.14
C 0.380 -0.860 -3.833 -0.19
N 0.568 -0.265 -2.500 0.03
C -0.623 -0.250 -1.644 -0.42
C -0.385 0.463 -0.278 -0.11
C 1.060 0.564 0.229 -0.24
N 1.262 0.013 1.592 0.02
C -1.123 -1.691 -1.365 -0.12
C -0.180 -2.530 -0.492 -0.15
C 0.860 -3.356 -1.288 -0.18
C 2.296 -3.091 -0.808 -0.22
C 2.560 -3.625 0.598 -0.19
C 4.074 -3.654 0.891 -0.16
C 4.474 -2.894 2.143 -0.23
O 5.715 -2.244 1.869 -0.20
C 6.357 -1.792 3.041 -0.12
C -1.841 0.475 -2.294 -0.33
O -2.866 0.701 -1.338 -0.19
C -4.149 0.433 -1.905 -0.07
P -1.452 2.004 -3.244 0.56
N -0.167 2.762 -2.833 -0.12
O -2.753 2.964 -3.076 -0.16
O -1.532 1.629 -4.811 -0.14
H 2.874 2.877 -4.573 0.07
H 4.064 3.929 -5.273 0.08
H 4.199 3.466 -3.552 0.09
H 5.883 2.068 -3.314 0.11
H 6.077 0.691 -4.384 0.12
H 4.923 0.389 -2.075 0.11
H 3.462 0.913 -2.862 0.09
H 3.500 -1.463 -3.031 0.09
H 5.219 -1.480 -3.405 0.11
H 4.255 -0.203 -5.654 0.10
H 4.437 -1.917 -5.487 0.10
H 2.221 -2.309 -4.839 0.09
H 2.315 -1.461 -6.405 0.10
H 1.911 0.552 -4.390 0.08
H 0.877 0.097 -5.723 0.10
H 0.560 -1.931 -3.847 0.08
H -0.610 -0.700 -4.240 0.09
H 1.202 -0.890 -2.018 0.07
H -0.989 -0.061 0.454 0.11
H -0.790 1.470 -0.297 0.10
H 1.320 1.619 0.295 0.10
H 1.800 0.120 -0.423 0.08
H 0.397 -0.367 1.951 0.06
H 1.481 0.776 2.219 0.05
H -2.072 -1.594 -0.839 0.12
H -1.343 -2.251 -2.271 0.12
H -0.795 -3.241 0.054 0.11
H 0.341 -1.961 0.263 0.08
H 0.779 -3.219 -2.360 0.08
H 0.686 -4.415 -1.103 0.10
H 3.025 -3.509 -1.495 0.11
H 2.415 -2.011 -0.756 0.09
H 2.096 -2.931 1.293 0.09
H 2.075 -4.586 0.746 0.11
H 4.408 -4.685 0.911 0.11
H 4.572 -3.146 0.071 0.10
H 4.639 -3.570 2.984 0.12
H 3.722 -2.152 2.408 0.11
H 5.666 -1.578 3.852 0.08
H 7.110 -2.502 3.386 0.08
H 6.885 -0.873 2.799 0.08
H -2.244 -0.245 -3.009 0.10
H -4.896 0.974 -1.335 0.09
H -4.358 -0.632 -1.867 0.09
H -4.194 0.814 -2.920 0.08
H 0.273 2.211 -2.106 -0.03
H -2.840 3.063 -2.108 0.08
H -2.103 2.308 -5.218 0.09
C -0.423 5.590 -1.111 -0.08
C -0.274 6.912 -1.831 -0.23
O 0.070 8.009 -0.942 -0.26
S 1.533 7.990 -0.331 0.57
C 1.540 9.614 0.345 -0.12
O 2.487 7.901 -1.389 -0.26
O 1.541 7.044 0.745 -0.29
H 0.530 5.269 -0.696 0.06
H -0.760 4.816 -1.798 0.03
H -1.130 5.670 -0.281 0.09
H 0.477 6.830 -2.618 0.12
H -1.207 7.207 -2.303 0.12
H 1.496 10.333 -0.466 0.08
H 2.468 9.720 0.900 0.08
H 0.689 9.719 1.012 0.08
C -6.707 -4.047 -4.800 -0.08
C -5.236 -4.094 -5.153 -0.24
O -4.883 -3.153 -6.196 -0.26
S -4.830 -1.615 -5.815 0.56
C -4.062 -1.043 -7.289 -0.11
O -3.938 -1.447 -4.709 -0.28
O -6.159 -1.091 -5.750 -0.28
H -6.972 -3.090 -4.354 0.06
H -6.957 -4.828 -4.084 0.08
H -7.320 -4.173 -5.692 0.09
H -4.609 -3.922 -4.277 0.12
H -4.977 -5.073 -5.549 0.12
H -3.060 -1.456 -7.349 0.08
H -4.023 0.042 -7.224 0.07
H -4.667 -1.347 -8.138 0.08
C -2.979 4.928 5.321 -0.07
C -2.787 4.192 4.010 -0.25
O -1.600 4.606 3.299 -0.26
S -0.192 4.122 3.858 0.58
C 0.773 4.632 2.482 -0.12
O -0.233 2.691 3.970 -0.29
O 0.165 4.909 4.994 -0.27
H -2.191 4.687 6.033 0.07
H -3.934 4.654 5.769 0.08
H -2.957 6.005 5.162 0.08
H -2.765 3.111 4.159 0.11
H -3.614 4.408 3.338 0.12
H 0.486 4.056 1.607 0.06
H 1.817 4.451 2.729 0.09
H 0.607 5.690 2.324 0.05
C 9.327 -3.477 7.244 -0.07
C 10.124 -2.423 7.988 -0.25
O 10.480 -1.295 7.158 -0.26
S 9.330 -0.264 6.781 0.56
C 10.365 0.982 6.095 -0.12
O 8.729 0.215 7.985 -0.27
O 8.524 -0.818 5.740 -0.28
H 8.353 -3.100 6.942 0.07
H 9.170 -4.347 7.881 0.08
H 9.852 -3.787 6.341 0.08
H 9.591 -2.072 8.872 0.11
H 11.069 -2.841 8.324 0.12
H 10.998 1.386 6.879 0.07
H 9.709 1.752 5.698 0.08
H 10.957 0.544 5.297 0.07
C -11.598 -5.046 -0.715 -0.07
C -12.360 -4.346 -1.822 -0.25
O -11.649 -3.214 -2.369 -0.26
S -10.405 -3.505 -3.315 0.56
C -10.175 -1.863 -3.901 -0.11
O -10.832 -4.346 -4.390 -0.27
O -9.277 -3.866 -2.514 -0.28
H -10.687 -5.509 -1.089 0.07
H -12.215 -5.827 -0.270 0.08
H -11.310 -4.337 0.060 0.08
H -12.619 -5.037 -2.626 0.12
H -13.290 -3.940 -1.433 0.12
H -11.041 -1.574 -4.489 0.08
H -9.279 -1.869 -4.518 0.07
H -10.039 -1.204 -3.049 0.08
C -2.326 -2.512 8.570 -0.08
C -2.678 -1.634 7.385 -0.25
O -1.621 -0.720 7.027 -0.26
S -0.340 -1.321 6.293 0.57
C 0.393 0.209 5.835 -0.12
O -0.780 -2.028 5.129 -0.28
O 0.487 -1.975 7.259 -0.28
H -1.509 -3.190 8.334 0.07
H -3.189 -3.111 8.862 0.08
H -2.012 -1.903 9.417 0.08
H -2.954 -2.232 6.515 0.11
H -3.530 -1.005 7.630 0.12
H -0.251 0.711 5.123 0.04
H 1.354 -0.019 5.379 0.08
H 0.535 0.810 6.728 0.08
```

Output
F_max = 1.44 eV/A
SMILES = COCCCCCCCN[C@](CCN)(CCCCCCCOC)[C@@H](OC)P(=N)(O)O.CCOS(C)(=O)=O.CCOS(C)(=O)=O.CCOS(C)(=O)=O.CCOS(C)(=O)=O.CCOS(C)(=O)=O.CCOS(C)(=O)=O
M = 1198.571 g mol⁻¹
net charge = 0
E_HOMO = -8.5 eV

***

(3)
Density functional theory data (ωB97M-V/def2-TZVPD) for 9 unconnected molecules or ions with the total composition C39H96O27S5 in a non-equilibrium geometry.

Geometry as XYZ:
```
167
Properties=species:S:1:pos:R:3:lowdin_charge:R:1
C -2.519 -7.335 10.164 -0.07
C -3.287 -6.096 9.928 -0.32
O -4.687 -6.170 9.673 -0.25
S -5.449 -4.844 9.114 0.65
C -4.816 -3.569 10.287 -0.11
O -4.937 -4.522 7.789 -0.30
O -6.857 -5.093 9.360 -0.29
H -2.418 -7.435 11.245 0.08
H -1.479 -7.109 9.928 0.09
H -2.681 -8.295 9.676 0.09
H -2.932 -5.419 10.706 0.11
H -2.916 -5.637 9.012 0.11
H -3.884 -3.169 9.888 0.06
H -4.468 -3.896 11.267 0.07
H -5.651 -2.873 10.209 0.07
C -4.581 7.078 4.201 -0.07
C -3.933 8.367 4.638 -0.28
O -3.904 8.365 6.063 -0.28
S -2.917 9.409 6.793 0.65
C -3.860 9.704 8.317 -0.10
O -1.712 8.641 7.130 -0.31
O -2.897 10.627 5.979 -0.30
H -4.791 7.261 3.147 0.08
H -5.527 7.019 4.738 0.08
H -4.024 6.141 4.214 0.08
H -2.919 8.468 4.253 0.12
H -4.529 9.213 4.295 0.12
H -3.760 8.786 8.897 0.07
H -4.862 9.637 7.892 0.06
H -3.659 10.645 8.828 0.08
C -6.952 -7.558 -3.112 -0.12
C -6.464 -8.753 -2.473 -0.28
O -6.354 -8.711 -0.999 -0.29
S -5.181 -7.737 -0.222 0.73
C -6.287 -6.155 0.180 -0.07
O -4.632 -8.360 0.973 -0.28
O -4.254 -7.330 -1.291 -0.34
H -6.437 -6.607 -2.977 0.08
H -7.941 -7.365 -2.694 0.09
H -7.126 -7.673 -4.182 0.09
H -7.146 -9.510 -2.861 0.13
H -5.439 -9.038 -2.713 0.11
H -7.085 -5.843 -0.493 0.05
H -5.763 -5.252 0.492 0.06
H -6.648 -6.430 1.171 0.04
C 2.170 -3.833 -10.527 -0.06
C 0.939 -3.503 -9.642 -0.37
O 1.473 -3.333 -8.409 -0.24
S 0.393 -2.627 -7.304 0.70
C -0.112 -4.151 -6.379 -0.10
O 1.129 -1.820 -6.341 -0.30
O -0.730 -2.077 -8.051 -0.30
H 1.852 -4.086 -11.539 0.08
H 2.658 -4.724 -10.133 0.07
H 2.876 -3.005 -10.458 0.08
H 0.476 -2.662 -10.159 0.12
H 0.279 -4.370 -9.651 0.12
H -0.824 -4.579 -7.085 0.06
H -0.689 -3.849 -5.505 0.06
H 0.727 -4.670 -5.916 0.07
C -2.982 0.915 3.743 -0.07
C -1.618 1.085 3.123 -0.30
O -1.736 1.587 1.791 -0.28
S -0.454 2.534 1.340 0.70
C -0.873 2.508 -0.493 -0.10
O -0.697 3.836 1.936 -0.29
O 0.800 1.751 1.539 -0.32
H -3.472 1.887 3.807 0.08
H -2.992 0.488 4.746 0.08
H -3.716 0.329 3.190 0.07
H -1.133 1.798 3.791 0.11
H -0.963 0.214 3.148 0.12
H 0.004 2.856 -1.039 0.06
H -1.555 3.323 -0.736 0.06
H -1.181 1.574 -0.963 0.07
C -8.556 2.937 8.248 -0.07
O -7.492 2.493 9.177 -0.19
C -6.371 3.397 9.156 -0.18
C -5.535 3.282 10.478 -0.17
O -4.528 2.275 10.497 -0.15
C -3.707 2.145 11.637 -0.21
C -2.308 1.498 11.593 -0.11
O -1.583 1.889 10.321 -0.20
C -1.545 3.205 9.785 -0.12
H -8.725 4.000 8.418 0.08
H -9.500 2.391 8.237 0.08
H -8.196 2.864 7.222 0.08
H -6.555 4.471 9.196 0.11
H -5.776 3.184 8.267 0.13
H -6.248 3.006 11.255 0.12
H -5.110 4.236 10.790 0.12
H -4.183 1.841 12.569 0.13
H -3.353 3.167 11.769 0.10
H -2.290 0.413 11.485 0.11
H -1.803 1.756 12.523 0.12
H -2.567 3.465 9.508 0.07
H -0.960 3.452 8.900 0.09
H -1.312 3.941 10.554 0.08
C 1.750 3.292 -9.397 -0.16
O 1.632 4.042 -10.542 -0.16
C 1.543 3.188 -11.704 -0.15
C 2.972 2.976 -12.379 -0.19
O 3.925 2.303 -11.591 -0.19
C 5.218 1.972 -12.248 -0.11
C 6.331 1.470 -11.257 -0.20
O 6.893 2.535 -10.569 -0.19
C 6.307 3.165 -9.450 -0.09
H 1.793 4.112 -8.680 0.09
H 2.706 2.826 -9.156 0.08
H 0.886 2.716 -9.068 0.09
H 0.791 3.634 -12.355 0.12
H 1.140 2.181 -11.593 0.11
H 3.388 3.895 -12.792 0.12
H 2.892 2.266 -13.202 0.11
H 5.544 2.897 -12.724 0.12
H 4.934 1.198 -12.962 0.11
H 7.179 0.905 -11.644 0.13
H 5.862 0.727 -10.611 0.12
H 5.991 2.427 -8.713 0.08
H 5.342 3.628 -9.657 0.08
H 7.076 3.790 -8.997 0.09
C 5.372 6.435 -3.821 -0.07
O 5.259 6.330 -5.287 -0.16
C 4.692 7.477 -5.844 -0.22
C 5.592 8.687 -5.550 -0.18
O 6.091 9.132 -6.800 -0.19
C 5.504 10.330 -7.353 -0.17
C 6.288 10.827 -8.560 -0.21
O 6.122 10.130 -9.782 -0.17
C 6.562 8.788 -9.752 -0.11
H 6.108 7.178 -3.513 0.07
H 5.695 5.507 -3.351 0.09
H 4.474 6.793 -3.317 0.09
H 3.713 7.751 -5.450 0.11
H 4.518 7.395 -6.917 0.13
H 6.539 8.277 -5.199 0.12
H 5.356 9.500 -4.864 0.13
H 5.319 11.081 -6.584 0.12
H 4.542 10.019 -7.761 0.13
H 7.312 10.983 -8.219 0.13
H 5.887 11.781 -8.903 0.13
H 7.618 8.648 -9.521 0.09
H 6.201 8.406 -10.707 0.09
H 6.049 8.170 -9.015 0.07
C 2.513 -7.474 3.634 -0.07
O 3.456 -8.502 4.088 -0.18
C 3.231 -9.755 3.432 -0.20
C 3.637 -9.683 1.950 -0.15
O 4.921 -9.035 1.763 -0.12
C 6.061 -9.712 2.159 -0.21
C 6.294 -11.192 1.806 -0.25
O 5.590 -12.152 2.561 -0.17
C 6.062 -13.444 2.044 -0.09
H 1.470 -7.788 3.658 0.08
H 2.672 -7.324 2.566 0.07
H 2.628 -6.533 4.173 0.09
H 2.172 -10.012 3.463 0.11
H 3.573 -10.606 4.021 0.12
H 2.919 -9.091 1.382 0.11
H 3.648 -10.601 1.363 0.12
H 6.234 -9.743 3.235 0.13
H 6.927 -9.209 1.731 0.13
H 7.369 -11.361 1.858 0.12
H 6.049 -11.318 0.752 0.12
H 7.115 -13.672 2.208 0.09
H 5.727 -13.655 1.029 0.09
H 5.543 -14.186 2.651 0.08
```

Output
F_max = 4.75 eV/A
SMILES = CCOS(C)(=O)=O.CCOS(C)(=O)=O.CCOS(C)(=O)=O.CCOS(C)(=O)=O.CCOS(C)(=O)=O.COCCOCCOC.COCCOCCOC.COCCOCCOC.COCCOCCOC
M = 1157.505 g mol⁻¹
net charge = 0
E_HOMO = -9.1 eV

***

Q: Which value of M does entry 1 give?
A: 1048.595 g mol⁻¹

***

Q: Among the records above, which one has the highest F_max?
A: C39H95B3N12O10P4